A | Formula: C7H13N4
Source: the OMol25 dataset
Level of theory: ωB97M-V/def2-TZVPD

As for the HOMO energy (spin up / spin down): -0.4217 / -0.4214 hartree. The net charge is +1. As for the orbital gap (spin up / spin down): 7.58 / 7.56 eV.

Positions of all 24 atoms, in Å:
C 3.2867 -1.0013 0.2260
C 1.5487 0.6395 0.5912
C 2.3418 -1.9764 0.3260
C 2.9142 0.3576 0.3679
C 0.6410 -0.3790 0.6908
C -2.8025 -0.7051 -0.9752
C -3.1290 0.9550 0.7945
N 1.0549 -1.6504 0.5582
N 3.8281 1.3301 0.2942
N -1.7912 -1.0251 1.0761
N -2.5742 -0.3094 0.3875
H 4.3158 -1.2645 0.0418
H 1.2268 1.6642 0.6908
H 2.5854 -3.0240 0.2263
H -3.8259 -0.4750 -1.2668
H -2.1188 -0.1722 -1.6426
H -2.6211 -1.7737 -1.0698
H -4.2181 0.9157 0.7496
H -2.8197 1.1969 1.8114
H -2.7866 1.7459 0.1243
H 0.3560 -2.3786 0.6473
H 4.8027 1.1201 0.1502
H 3.5650 2.2925 0.4072
H -1.6530 -0.6746 2.0243

Results of the Löwdin charge analysis, in e, for atoms 1 through 2: number 1, C, carries 0.00; number 2, C, carries -0.06



B | Formula: C7H13N4
Source: the OMol25 dataset
Level of theory: ωB97M-V/def2-TZVPD

As for the HOMO energy (spin up / spin down): -0.4003 / -0.3780 hartree. The net charge is +1. As for the orbital gap (spin up / spin down): 7.59 / 7.12 eV.

Positions of all 24 atoms, in Å:
C 1.0086 -0.7723 -1.1625
C 0.3365 -1.9032 -0.7141
C -1.6008 -0.4583 -0.5459
C 0.2683 0.8879 1.9628
C 1.1072 -0.2836 1.8339
C 1.3894 0.8872 0.9615
C 0.4112 0.5329 -1.3187
N -0.9760 -1.6143 -0.4051
N -1.0093 0.6250 -1.1326
N -2.7371 -0.2287 0.0891
N 1.0101 1.5522 -1.9424
H 2.1264 -0.7712 -1.3131
H 0.5934 -2.9704 -0.5819
H -0.7432 0.8199 1.6291
H 0.3105 1.4468 2.8907
H 1.8820 -0.5043 2.4816
H 0.6644 -1.1506 1.4935
H 2.2767 1.5424 0.7745
H -1.5093 -2.3276 0.1276
H -1.2990 1.5495 -0.9255
H -3.1181 -0.8751 0.7664
H -3.1785 0.6762 -0.2374
H 2.0659 1.4704 -1.8760
H 0.7207 1.8692 -2.8554

Results of the Löwdin charge analysis, in e, for atoms 1 through 2: number 1, C, carries -0.03; number 2, C, carries -0.09



C | Formula: C7H13N4
Source: the OMol25 dataset
Level of theory: ωB97M-V/def2-TZVPD

As for the HOMO energy: -0.4236 hartree. As for the SMILES: [NH3+][C@@H]1CNN[C@H]1c1ccc[nH]1. The net charge is +1. As for the orbital gap: 7.89 eV.

Positions of all 24 atoms, in Å:
C -2.3585 -0.2896 -2.2994
C -1.1994 -0.7163 -1.6792
C -2.7336 0.9313 -1.7773
C -1.0053 0.2094 -0.6316
C 2.3497 -0.5560 0.5956
C 0.1440 0.5083 0.3522
C 0.9464 -0.9902 0.8047
N -2.0052 1.1743 -0.6122
N 2.3891 0.9176 0.4405
N 1.1755 1.3124 -0.2219
N 0.5139 -1.0450 2.2145
H -2.9362 -0.8436 -3.0345
H -0.7380 -1.6663 -1.7179
H -3.7197 1.3346 -1.9886
H 3.0839 -0.8090 1.3625
H 2.6665 -0.8174 -0.3924
H -0.2843 1.1130 1.1422
H 0.5443 -1.7400 0.1730
H -1.8502 2.1072 -0.2829
H 2.5400 1.6502 1.0730
H 1.2600 1.1288 -1.2931
H -0.4868 -0.8417 2.3388
H 0.9308 -0.1735 2.5782
H 0.7733 -1.8985 2.8558

Results of the Löwdin charge analysis, in e, for atoms 1 through 2: number 1, C, carries -0.10; number 2, C, carries -0.04



Stability ranking, top entry: A; the second entry is 60.2 kJ/mol less favorable.



A | Formula: C2H4BFO
Source: the OMol25 dataset
Level of theory: ωB97M-V/def2-TZVPD

As for the HOMO energy: -0.3413 hartree. As for the SMILES: C=C=O.BF. The net charge is 0. As for the orbital gap: 9.81 eV.

Positions of all 9 atoms, in Å:
B 0.9961 0.8837 -2.1128
C -1.3734 -1.0829 1.3283
C -0.3144 -0.4718 1.7520
O -2.4768 -1.4715 1.2693
F 0.5741 1.3043 -0.9598
H 1.9011 0.2912 -1.9955
H 0.4846 1.1508 -3.0971
H 0.0550 0.3151 1.1665
H 0.1538 -0.9189 2.6491

Results of the Löwdin charge analysis, in e, for atoms 1 through 2: number 1, B, carries -0.14; number 2, C, carries -0.28



B | Formula: C2H4BFO
Source: the OMol25 dataset
Level of theory: ωB97M-V/def2-TZVPD

As for the HOMO energy: -0.3635 hartree. As for the SMILES: C=C=O.BF. The net charge is 0. As for the orbital gap: 10.62 eV.

Positions of all 9 atoms, in Å:
B 0.3604 -0.9146 1.1162
C 0.4359 1.0939 -0.9945
C -0.7232 0.5358 -0.8712
O 1.4696 1.6067 -1.0942
F -0.7746 -1.5783 1.1886
H 0.5221 -0.0374 1.8749
H 1.1964 -1.3654 0.4257
H -1.0647 -0.2665 -1.4917
H -1.4219 0.9259 -0.1538

Results of the Löwdin charge analysis, in e, for atoms 1 through 2: number 1, B, carries -0.23; number 2, C, carries -0.29



Stability ranking, top entry: B; the second entry is 60.8 kJ/mol less favorable.



A | Formula: C20H25N3O
Source: the OMol25 dataset
Level of theory: ωB97M-V/def2-TZVPD

As for the HOMO energy: -0.2384 hartree. As for the SMILES: C=c1[nH]/c(=C\c2[nH]c(-c3ccc[nH]3)cc2OC)cc1CCCCC. The net charge is 0. As for the orbital gap: 6.69 eV.

Positions of all 49 atoms, in Å:
O -0.4220 -4.2277 -0.8460
C 0.1680 2.7692 0.9009
C 0.8924 -1.9745 5.9920
C 0.1286 -1.8374 4.7435
C 0.3144 -3.8518 1.6087
C -0.2661 -3.5719 0.2766
C -1.8168 0.8550 -1.4248
C 1.6701 -3.0966 5.8945
C 0.5996 -2.7685 3.8619
C 0.2274 -2.7915 2.4340
C -0.6001 -2.2812 0.3360
C -0.5544 1.8875 0.1854
C -1.3472 2.0854 -0.9659
C -1.1449 -1.4652 -0.7022
C -0.9993 -0.1074 -0.5942
N 1.4024 -3.6115 4.6530
N -0.5045 -1.8676 1.6710
N -0.3058 0.5523 0.3134
C -0.2133 -5.6198 -0.6853
C 1.7527 3.1882 -4.7535
C -1.8093 3.4154 -1.4987
C 1.1296 4.1304 -3.7062
C -0.7952 4.2488 -2.1785
C -0.1319 3.3858 -3.2294
H 0.7860 2.3622 1.6790
H 0.0665 3.8211 0.6631
H 0.7377 -1.3144 6.8380
H -0.5116 -0.9236 4.5708
H 0.7137 -4.8360 1.9399
H -2.5195 0.7497 -2.3069
H 2.1054 -3.5856 6.7961
H -1.9389 -1.7882 -1.3903
H 1.9327 -4.3432 4.2512
H -0.8576 -0.9424 1.9103
H 0.6599 0.2683 0.4674
H -0.8498 -6.1077 0.1426
H -0.4576 -6.1181 -1.5764
H 0.7985 -5.8359 -0.3265
H 2.5615 3.8068 -5.1503
H 1.1025 3.1454 -5.5741
H 2.0924 2.2748 -4.3857
H -2.2980 3.9475 -0.6174
H -2.5876 3.2036 -2.2958
H 1.9450 4.3630 -3.0003
H 1.0447 5.1172 -4.1336
H -1.0984 5.2187 -2.5605
H -0.1521 4.6304 -1.3522
H 0.1757 2.4222 -2.8846
H -0.8253 3.0190 -3.9904

Results of the Löwdin charge analysis, in e, for atoms 1 through 2: number 1, O, carries -0.04; number 2, C, carries 0.10



B | Formula: C20H25N3O
Source: the OMol25 dataset
Level of theory: ωB97M-V/def2-TZVPD

As for the HOMO energy: -0.2621 hartree. As for the SMILES: CCC(=O)Nc1ccc(N2CCN(Cc3ccccc3)CC2)cc1. The net charge is 0. As for the orbital gap: 7.90 eV.

Positions of all 49 atoms, in Å:
C 2.6113 -4.1557 -6.2791
C 2.4865 -4.8718 -4.9344
C 1.3672 -4.2546 -4.1050
O 0.2813 -4.7781 -3.9818
N 1.7256 -3.0640 -3.5556
C 0.9666 -2.1810 -2.7734
C 1.5682 -1.0040 -2.3401
C 0.8800 -0.0946 -1.5639
C -0.4491 -0.3232 -1.1944
C -1.0457 -1.5063 -1.6497
C -0.3558 -2.4214 -2.4155
H -0.8406 -3.3225 -2.7509
H -2.0803 -1.7066 -1.4190
N -1.1948 0.5886 -0.4737
C -0.6982 1.9023 -0.1609
H -0.0675 2.2687 -0.9702
C 0.0563 1.9239 1.1794
N -0.5014 0.9069 2.0533
C -1.9298 0.7736 1.8680
C -2.1766 0.1302 0.4893
H -2.0927 -0.9528 0.5883
H -3.1915 0.3753 0.1462
H -2.4571 1.7398 1.9481
H -2.3268 0.1120 2.6396
C -0.0503 1.0052 3.4320
C -0.4882 2.2629 4.1438
C 0.3301 3.3868 4.1608
C -0.0986 4.5658 4.7455
C -1.3539 4.6370 5.3239
C -2.1728 3.5205 5.3236
C -1.7426 2.3436 4.7374
H -2.3849 1.4745 4.7493
H -3.1494 3.5661 5.7835
H -1.6901 5.5565 5.7800
H 0.5496 5.4302 4.7503
H 1.3173 3.3337 3.7227
H 1.0426 0.9519 3.4127
H -0.4282 0.1247 3.9593
H -0.0150 2.9371 1.6107
H 1.1152 1.6849 1.0353
H -1.5682 2.5664 -0.0980
H 1.3985 0.7924 -1.2373
H 2.5972 -0.7992 -2.6064
H 2.6680 -2.7460 -3.7352
H 3.4311 -4.8193 -4.3883
H 2.2374 -5.9199 -5.1012
H 2.8600 -3.1045 -6.1448
H 1.6712 -4.2172 -6.8221
H 3.3892 -4.6187 -6.8822

Results of the Löwdin charge analysis, in e, for atoms 1 through 2: number 1, C, carries -0.10; number 2, C, carries -0.17



Stability ranking, top entry: B; the second entry is 479.8 kJ/mol less favorable.